[1]
The following is a quantum chemistry calculation of a 8-piece molecular cluster, C5H25ClN3O7 overall in a non-equilibrium geometry, from the Open Molecules 2025 dataset.

Geometry as XYZ:
```
41
Properties=species:S:1:pos:R:3:forces:R:3:lowdin_spin:R:1
Cl 19.32152 2.19463 2.47057 -0.5 0.1 -0.4 0.57
C 16.44428 1.97053 -0.60831 -1.6 -0.7 1.0 0.02
O 15.72021 2.56618 -1.35281 -2.0 1.0 -1.5 0.14
N 16.07157 1.02326 0.27816 1.2 -0.1 0.1 -0.02
N 17.73599 2.29694 -0.66527 3.3 0.2 0.4 0.25
H 16.85338 0.53242 0.68798 -0.6 -0.5 0.4 0.00
H 15.13202 0.90638 0.62986 0.3 0.1 -0.3 0.00
H 18.45227 1.97613 -0.02956 0.0 -0.3 0.0 0.00
H 18.03546 2.94637 -1.37847 -0.3 0.1 0.1 0.00
C 20.97924 5.15706 0.95935 1.4 -0.8 -1.8 0.00
C 20.53815 6.29455 1.83981 1.8 -0.2 0.3 0.00
C 21.65189 7.39144 2.09383 -0.4 -0.3 -0.1 0.00
O 21.28576 8.20527 3.20952 -0.7 -2.0 -0.5 0.00
C 22.25374 9.13144 3.57479 0.6 -0.5 -0.2 0.00
N 19.28075 6.76342 1.36956 -1.5 1.3 0.4 0.00
H 21.20303 5.39631 -0.08025 -0.1 1.0 -0.3 0.00
H 20.27167 4.34899 0.77368 -0.5 0.1 0.8 0.00
H 21.92858 4.67966 1.20212 0.0 0.0 0.8 0.00
H 20.36795 5.80227 2.79730 -0.1 0.4 0.4 0.00
H 21.87506 8.01119 1.22538 -0.8 0.4 -0.6 0.00
H 22.65242 6.97444 2.20857 0.0 -0.7 0.8 0.00
H 22.22143 9.22836 4.66000 -0.7 1.1 -0.1 0.00
H 22.10601 9.95292 2.87376 0.5 0.9 0.8 0.00
H 23.26268 8.73092 3.47620 0.3 -0.2 -0.6 0.00
H 19.29055 7.37951 0.56930 0.6 -0.4 -0.7 0.00
H 18.92327 7.42367 2.04512 -0.3 0.0 0.6 0.00
O 15.92858 0.60745 3.27565 -0.2 -0.3 0.0 0.00
H 16.66388 1.01944 2.82197 0.3 0.2 0.0 0.00
H 15.49506 1.32770 3.73340 -0.1 0.2 0.2 0.00
O 22.03956 0.85159 1.36463 0.1 -0.1 -0.8 0.00
H 22.09553 0.69564 2.30738 0.3 -0.2 0.5 0.00
H 21.29090 1.43925 1.26262 -0.1 0.2 0.0 0.00
O 17.29185 4.81414 2.36930 -0.7 -0.3 0.3 0.01
H 17.80257 4.00687 2.30826 0.1 -0.2 0.1 0.00
H 17.86735 5.48989 2.01098 0.4 0.5 -0.5 0.00
O 21.79248 0.63140 4.17558 0.3 -0.3 0.0 0.01
H 20.95136 0.79190 3.74780 -0.5 0.0 0.1 0.01
H 22.13490 1.50454 4.36689 0.1 0.3 0.2 0.00
O 18.57251 -0.85406 1.63736 -0.5 0.0 -0.2 0.01
H 18.83463 0.06341 1.71339 0.3 0.3 0.3 0.00
H 19.37505 -1.31320 1.38971 0.3 -0.2 -0.1 0.00
```
Forces are in eV/Å.

Calculated values
Multiplicity: 2
Orbital gap (spin up / spin down) in eV: 10.389 / 4.006
Largest force on an atom in eV Å⁻¹: 3.33

=====

[2]
The following is a quantum chemistry calculation of C28H36NOS4Sb2Se4Tc as an isolated structure, from the Open Molecules 2025 dataset.

Geometry as XYZ:
```
77
Properties=species:S:1:pos:R:3:forces:R:3:lowdin_charge:R:1
Tc 1.62932 1.06572 0.96611 0.0 -0.2 -0.7 0.32
C 3.64692 -1.04265 -0.67201 0.0 0.0 0.0 -0.43
C 3.08682 -0.29060 -1.85879 0.0 0.0 0.0 -0.41
S 1.53952 0.56309 -1.41064 0.0 -0.2 0.1 0.81
C 1.72229 2.17436 -2.22215 0.0 0.0 0.1 -0.44
C 2.89046 2.97578 -1.69114 0.0 0.0 0.0 -0.41
S 2.83114 3.06714 0.13552 -0.2 -0.1 -0.2 0.84
C 4.55196 2.67022 0.58613 0.0 0.0 0.1 -0.45
C 4.98362 1.24775 0.27931 0.0 0.0 0.0 -0.41
S 3.77075 -0.02063 0.82436 0.5 0.2 0.1 0.87
H 4.63861 -1.44492 -0.88597 0.0 0.0 0.0 0.12
H 3.01130 -1.88079 -0.38146 0.0 0.0 0.0 0.09
H 2.84156 -0.98682 -2.66185 0.0 0.0 0.0 0.11
H 3.79932 0.42610 -2.26185 0.0 0.0 0.0 0.08
H 0.77097 2.67857 -2.04677 0.0 0.0 0.0 0.08
H 1.80357 1.99961 -3.29671 0.0 0.0 0.0 0.12
H 2.85482 4.00252 -2.05471 0.0 0.0 0.0 0.11
H 3.85131 2.55374 -1.98073 0.0 0.0 0.0 0.09
H 4.62765 2.89885 1.64981 0.0 0.0 0.0 0.05
H 5.19053 3.39416 0.07645 0.0 0.0 0.0 0.12
H 5.92250 1.03235 0.78947 0.0 0.0 0.0 0.11
H 5.16019 1.10387 -0.78509 0.0 0.0 0.0 0.08
Se 3.90113 1.92474 4.54773 0.0 -0.2 -0.5 0.12
Sb 3.24578 3.03070 6.63024 0.0 0.1 0.3 0.84
Se 0.40722 1.66229 4.57390 0.0 0.0 -0.1 0.20
Se 1.99921 2.45077 3.10016 0.0 0.3 0.6 0.12
Se 0.81619 3.28334 6.22611 -0.1 0.0 0.0 0.18
C -1.21796 -1.48022 3.51794 0.0 -0.1 0.0 -0.02
N 0.04139 -2.19352 3.29849 0.1 0.0 0.0 -0.10
C 0.03767 -3.58860 3.77128 0.0 0.0 0.0 0.01
C 1.12685 -1.61596 2.81879 -0.4 -0.1 -0.1 -0.44
C 2.36166 -2.45634 2.70251 0.0 0.0 0.0 0.02
O 1.10325 -0.37340 2.51576 0.4 -0.3 0.1 -0.41
H -1.44899 -1.47831 4.58441 0.0 0.0 0.0 0.11
H -2.01617 -2.00840 2.99684 0.0 0.0 0.0 0.10
H -1.15624 -0.47032 3.13409 0.0 0.0 0.0 0.01
H -0.98882 -3.94349 3.75821 0.0 0.0 0.0 0.11
H 0.41500 -3.65133 4.79239 0.0 0.0 0.0 0.12
H 0.62623 -4.22745 3.12081 0.0 0.0 0.0 0.09
H 2.58089 -2.93648 3.65738 0.0 0.0 0.0 0.11
H 3.21419 -1.85074 2.42580 0.0 0.0 0.0 0.03
H 2.22759 -3.25786 1.97273 0.0 0.0 0.0 0.11
S -0.61831 0.86822 0.78332 -0.2 0.4 0.2 0.26
Sb -2.13081 0.12072 -0.98331 0.1 0.0 0.0 1.52
C -3.86725 1.03445 -0.31461 -0.1 0.1 0.1 -0.38
C -3.84975 2.42804 -0.22514 0.0 0.0 0.0 -0.14
C -5.00396 3.09819 0.14453 0.0 0.0 0.0 -0.04
C -6.16357 2.38251 0.41895 0.0 0.0 0.0 -0.02
C -6.17523 0.99717 0.33016 0.0 0.0 0.0 -0.03
C -5.02568 0.31235 -0.03557 0.0 -0.1 -0.1 -0.10
C -1.60755 0.71627 -2.90442 0.0 0.1 -0.1 -0.39
C -1.60948 2.07255 -3.23594 0.0 0.0 0.0 -0.14
C -1.35510 2.45142 -4.54510 0.0 0.0 0.0 -0.05
C -1.10854 1.48210 -5.51321 0.0 0.0 0.0 -0.03
C -1.11951 0.13399 -5.18023 0.0 0.0 0.0 -0.04
C -1.37180 -0.25811 -3.87173 0.0 -0.1 0.0 -0.11
C -1.88296 -1.93662 -0.76805 0.0 -0.2 -0.1 -0.37
C -2.88317 -2.78674 -0.30387 -0.1 0.1 0.0 -0.09
C -2.64010 -4.15271 -0.22920 0.0 0.0 0.0 -0.04
C -1.40993 -4.66564 -0.61513 0.0 0.0 0.0 -0.03
C -0.40889 -3.81626 -1.07581 0.0 0.0 0.0 -0.06
C -0.64262 -2.45245 -1.15287 0.0 0.0 0.0 -0.15
H -2.95169 2.99881 -0.43462 0.0 0.0 0.0 0.09
H -5.00368 4.17798 0.21078 0.0 0.0 0.0 0.12
H -7.06629 2.90998 0.69823 0.0 0.0 0.0 0.13
H -7.08403 0.44715 0.53493 0.0 0.0 0.0 0.13
H -5.06587 -0.76446 -0.12412 0.0 0.0 0.0 0.09
H -1.83736 2.83393 -2.49805 0.0 0.0 0.0 0.10
H -1.37917 3.49815 -4.82071 0.0 0.0 0.0 0.13
H -0.93060 1.78172 -6.53822 0.0 0.0 0.0 0.13
H -0.95470 -0.61547 -5.94367 0.0 0.0 0.0 0.13
H -1.40650 -1.31433 -3.63039 0.0 0.0 0.0 0.10
H -3.85420 -2.41432 -0.00819 0.0 0.0 0.0 0.09
H -3.42318 -4.81667 0.11296 0.0 0.0 0.0 0.13
H -1.23663 -5.73354 -0.57692 0.0 0.0 0.0 0.13
H 0.53780 -4.22762 -1.40361 0.0 0.0 0.0 0.12
H 0.12913 -1.79758 -1.54400 0.0 0.0 0.0 0.06
```
Forces are in eV/Å.

Calculated values
Orbital gap (spin up / spin down) in eV: 5.307 / 5.347
Largest force on an atom in eV Å⁻¹: 0.69
Charge: +4
Energy above the lowest of the compared OMol25 structures with the same formula, charge and spin in kJ/mol: 0.00

=====

[3]
The following is a quantum chemistry calculation of one molecule with the formula C6H10O in a non-equilibrium geometry, from the Open Molecules 2025 dataset.

Geometry as XYZ:
```
17
Properties=species:S:1:pos:R:3:forces:R:3:lowdin_charge:R:1
C -1.24813 1.63588 -0.19417 0.9 -0.6 -1.0 -0.04
O 0.14856 0.03244 1.74255 1.3 -1.8 0.3 -0.01
C 0.85127 0.59696 0.68813 0.6 0.4 -0.7 -0.34
C 1.21293 -0.78196 0.96599 -0.8 0.4 0.8 -0.14
C 0.55447 -1.69469 -0.03254 0.2 0.1 0.2 -0.14
C -0.44984 -0.81053 -0.75792 -0.3 0.3 0.0 -0.15
C -0.01773 0.65613 -0.53410 -1.2 1.0 0.7 -0.27
H -1.80121 1.53733 0.75319 0.8 -0.6 -0.2 0.08
H -1.96666 1.46951 -0.98005 -0.4 0.2 -0.4 0.06
H -0.91051 2.66544 -0.24574 0.1 0.2 -0.1 0.06
H 1.50187 1.42663 0.94978 0.0 0.1 -0.1 0.15
H 2.13280 -1.08068 1.47995 -0.6 0.3 0.2 0.14
H 1.29789 -2.07526 -0.72561 0.3 -0.1 -0.1 0.11
H 0.08562 -2.55866 0.42678 -0.1 -0.1 0.2 0.11
H -0.52399 -1.07931 -1.80536 0.0 0.1 -0.2 0.11
H -1.43136 -0.95912 -0.33288 -0.3 0.0 0.2 0.11
H 0.56402 1.01990 -1.39800 -0.4 0.1 0.3 0.14
```
Forces are in eV/Å.

Calculated values
Orbital gap in eV: 11.111
Largest force on an atom in eV Å⁻¹: 2.25
Energy above the lowest of the compared OMol25 structures with the same formula, charge and spin in kJ/mol: 88.19

=====

[4]
The following is a quantum chemistry calculation of a 2-piece molecular cluster, C8H17IN2O5P overall in a non-equilibrium geometry, from the Open Molecules 2025 dataset.

Geometry as XYZ:
```
34
Properties=species:S:1:pos:R:3:forces:R:3:lowdin_charge:R:1
O 4.08874 0.75784 1.84395 -0.4 0.7 -2.7 0.05
C 3.92332 1.02548 0.67644 0.5 -0.6 2.5 -0.78
I 4.50968 2.94030 -0.17737 -0.1 -0.3 0.2 0.86
C 3.25255 0.11913 -0.34819 0.2 0.6 0.0 -0.16
C 1.80085 0.58654 -0.45567 0.3 -0.4 0.8 -0.31
C 0.89166 -0.24251 0.43612 -0.4 -0.1 -0.4 -0.10
C -0.60567 0.08689 0.23151 0.4 0.5 -0.8 -0.18
C -0.74965 1.33105 -0.65363 0.1 0.1 0.8 -0.44
P -2.51567 1.83869 -0.98964 -1.1 -0.5 -0.9 0.85
O -3.28498 1.48959 0.40607 0.9 0.4 -0.1 -0.26
O -2.33113 3.46090 -1.02945 0.3 -0.3 0.1 -0.26
C -0.12092 1.03318 -1.99665 -0.6 0.3 0.0 -0.13
N 1.27230 0.46600 -1.84793 0.1 -0.2 0.0 0.13
H 3.79440 0.28082 -1.27341 0.1 -0.2 -0.3 0.10
H 3.34005 -0.90974 -0.02580 0.0 -0.2 0.1 0.13
H 1.78232 1.63024 -0.17349 -0.2 0.3 -0.3 0.11
H 1.04896 -1.27647 0.13612 0.1 -0.3 0.3 0.12
H 1.20265 -0.14376 1.46645 0.1 0.1 0.2 0.14
H -1.04487 -0.73793 -0.31082 -0.4 -0.3 0.1 0.10
H -1.12583 0.19566 1.16416 -0.1 0.0 0.3 0.09
H -0.24823 2.15428 -0.13719 0.1 0.3 -0.1 0.11
H -2.78649 1.83543 1.15959 -0.3 0.0 0.4 0.07
H -1.49165 3.76603 -0.67270 0.0 0.3 0.2 0.05
H -0.73443 0.27905 -2.47435 0.0 -0.3 -0.2 0.13
H -0.12942 1.88433 -2.66465 0.4 0.3 -0.1 0.14
H 1.20617 -0.53213 -2.04236 0.2 -0.1 -0.2 0.19
H 1.93595 0.86137 -2.51178 -0.1 0.1 -0.1 0.19
C -2.81093 -3.91843 1.98873 -0.1 -0.1 -0.1 0.06
N -1.90571 -2.87045 1.44344 -0.2 -0.2 0.2 -0.43
O -1.39026 -3.07136 0.36202 0.1 0.1 -0.1 0.06
O -1.73691 -1.88129 2.12431 0.1 0.0 0.0 0.06
H -2.85916 -4.73299 1.27708 0.0 0.0 0.0 0.10
H -2.39279 -4.24454 2.93587 0.0 0.1 0.1 0.11
H -3.78493 -3.46120 2.13325 0.0 0.0 0.1 0.11
```
Forces are in eV/Å.

Calculated values
Orbital gap in eV: 9.164
Largest force on an atom in eV Å⁻¹: 2.80
Charge: +1